102
Properties=species:S:1:pos:R:3 method="wB97M-V/def2-TZVPD" de_lowest_kj_mol=0.0 energy_ha=-3459.71659 total_charge=0 homo_energy_ha=-0.2621 e_lumo_ev=0.3
Ca -0.65 -0.41 -0.47
C -0.81 1.95 -4.63
C -1.38 3.02 -3.69
C -2.27 3.96 -4.51
C -0.17 3.81 -3.16
P -2.18 2.13 -2.21
N -1.10 1.55 -1.26
C -3.29 3.36 -1.28
C -2.43 4.61 -1.03
C -4.59 3.80 -1.96
C -3.64 2.78 0.10
C -3.32 0.75 -2.89
C -2.47 -0.46 -3.33
C -4.23 1.12 -4.07
C -4.22 0.28 -1.74
H -0.15 2.45 -5.35
H -1.58 1.44 -5.20
H -0.22 1.21 -4.09
H -1.69 4.34 -5.35
H -2.60 4.82 -3.93
H -3.15 3.46 -4.91
H 0.51 4.00 -3.99
H 0.35 3.24 -2.40
H -0.46 4.78 -2.74
H -2.28 5.21 -1.93
H -1.46 4.35 -0.60
H -2.96 5.25 -0.30
H -4.44 4.20 -2.97
H -5.04 4.60 -1.36
H -5.32 3.00 -2.02
H -2.80 2.22 0.52
H -4.51 2.13 0.07
H -3.86 3.60 0.78
H -2.15 -0.39 -4.37
H -3.05 -1.38 -3.21
H -1.54 -0.57 -2.76
H -3.68 1.29 -4.99
H -4.84 2.01 -3.87
H -4.92 0.29 -4.26
H -3.67 0.10 -0.82
H -4.69 -0.66 -2.03
H -5.01 0.99 -1.52
N 2.60 -3.55 1.25
C 2.46 -2.68 0.09
C 1.12 -2.98 -0.57
O 0.57 -4.10 -0.18
O 0.60 -2.24 -1.39
H 3.57 -3.80 1.43
H 1.19 -4.44 0.53
H 2.21 -3.09 2.07
H 3.22 -2.88 -0.66
H 2.51 -1.62 0.32
O -3.09 -1.88 1.11
B -2.11 -0.95 1.61
O -2.80 -0.09 2.50
C -4.12 -0.45 2.50
C -5.17 0.13 3.18
C -6.43 -0.43 2.98
C -6.61 -1.53 2.14
C -5.54 -2.10 1.46
C -4.30 -1.54 1.66
H -5.02 0.98 3.83
H -7.29 -0.01 3.49
H -7.60 -1.94 2.01
H -5.67 -2.95 0.80
N 0.92 -1.77 3.15
H 0.00 -1.74 2.71
H 1.16 -0.80 3.33
H 0.82 -2.22 4.05
C -0.15 4.14 6.70
Si -0.33 2.94 5.27
C -2.14 2.51 5.02
C 0.64 1.37 5.62
C 0.39 3.74 3.72
Te -0.22 2.68 1.96
C 1.17 3.52 0.58
Si 2.91 2.86 0.71
C 3.61 2.86 2.45
C 4.05 3.84 -0.42
C 2.80 1.07 0.13
H -0.55 3.72 7.63
H -0.69 5.07 6.50
H 0.90 4.40 6.88
H -2.54 2.05 5.92
H -2.29 1.81 4.20
H -2.73 3.40 4.80
H 0.26 0.85 6.50
H 1.70 1.58 5.79
H 0.56 0.68 4.77
H 1.48 3.73 3.80
H 0.06 4.78 3.61
H 1.07 4.61 0.58
H 0.73 3.17 -0.36
H 3.77 3.87 2.83
H 4.57 2.35 2.46
H 2.95 2.34 3.15
H 4.14 4.87 -0.09
H 3.67 3.86 -1.45
H 5.05 3.41 -0.45
H 2.09 0.55 0.78
H 3.77 0.55 0.21
H 2.46 1.00 -0.91